1.
Entry from the Open Molecules 2025 dataset: 2 unconnected molecules or ions with the total composition C3H10N in a non-equilibrium geometry (ωB97M-V/def2-TZVPD).

Positions of all 14 atoms, in Å:
1 N 0.69 -0.56 -2.10
2 H 0.43 -1.55 -2.01
3 H 1.65 -0.44 -1.77
4 H 0.02 -0.01 -1.54
5 H 0.57 -0.34 -3.09
6 C 0.43 -0.04 1.89
7 C -0.27 0.56 0.71
8 C -1.59 0.57 0.48
9 H 0.34 0.60 2.76
10 H 1.51 -0.11 1.68
11 H 0.07 -1.02 2.14
12 H 0.31 1.20 0.04
13 H -1.92 1.14 -0.36
14 H -2.24 0.01 1.15

The HOMO energy comes out at -0.5066 Eh. The LUMO energy comes out at -4.211 eV. The energy relative to the best compared isomer or geometry (same formula, charge and spin) comes out at 27.9 kcal per mole. As for the charge: +1. For the gap between HOMO and LUMO, the calculation gives 9.573 eV.

***

2.
Entry from the Open Molecules 2025 dataset: 2 unconnected molecules or ions with the total composition CH4N2O2S in a non-equilibrium geometry (ωB97M-V/def2-TZVPD).

Positions of all 10 atoms, in Å:
1 C -1.27 0.10 0.73
2 N -0.50 0.89 -0.04
3 N -1.60 -0.99 0.04
4 O 2.84 1.31 0.51
5 O 2.43 -0.80 -0.67
6 S 2.28 -0.01 0.51
7 H -0.51 0.63 -1.02
8 H -0.58 1.92 0.24
9 H -1.33 -1.26 -0.91
10 H -1.76 -1.79 0.59

The HOMO energy comes out at -0.3277 Eh. The LUMO energy comes out at -0.656 eV. The energy relative to the best compared isomer or geometry (same formula, charge and spin) comes out at 33.0 kcal per mole. For the gap between HOMO and LUMO, the calculation gives 8.261 eV.

***

3.
Entry from the Open Molecules 2025 dataset: 12 unconnected molecules or ions with the total composition C34H67Br9O23S5 in a non-equilibrium geometry (ωB97M-V/def2-TZVPD).

Positions of all 138 atoms, in Å:
1 C -1.81 14.15 -0.83
2 C -2.64 14.30 -2.20
3 O -2.08 15.44 -2.92
4 S -3.01 16.09 -4.15
5 C -2.66 14.81 -5.41
6 O -4.42 15.98 -3.80
7 O -2.49 17.41 -4.56
8 H -2.13 13.24 -0.33
9 H -2.01 14.95 -0.11
10 H -0.73 14.11 -0.87
11 H -2.54 13.32 -2.66
12 H -3.71 14.38 -1.97
13 H -3.37 15.08 -6.19
14 H -2.99 13.88 -4.94
15 H -1.63 14.88 -5.75
16 C -5.11 10.41 -1.12
17 C -4.55 10.85 -2.39
18 O -5.45 10.37 -3.41
19 S -5.25 11.04 -4.92
20 C -6.33 12.49 -4.74
21 O -3.84 11.46 -5.09
22 O -5.94 10.06 -5.84
23 H -6.14 10.77 -1.04
24 H -4.54 10.76 -0.26
25 H -5.17 9.32 -1.13
26 H -4.42 11.93 -2.50
27 H -3.61 10.34 -2.59
28 H -5.93 13.30 -5.34
29 H -6.24 12.74 -3.68
30 H -7.36 12.25 -5.00
31 C 0.28 11.15 2.28
32 C -0.95 11.01 1.35
33 O -0.99 9.70 0.86
34 S -1.06 9.45 -0.77
35 C 0.72 9.20 -1.11
36 O -1.72 8.15 -0.95
37 O -1.54 10.69 -1.40
38 H 0.33 12.19 2.63
39 H 1.11 10.83 1.66
40 H 0.31 10.58 3.21
41 H -1.89 11.45 1.70
42 H -0.70 11.64 0.50
43 H 1.15 8.56 -0.34
44 H 1.21 10.16 -0.96
45 H 0.72 8.90 -2.16
46 C -2.66 8.28 4.41
47 C -2.08 9.27 5.48
48 O -1.84 10.39 4.67
49 S -1.63 11.94 5.35
50 C -3.34 12.21 6.06
51 O -0.67 11.80 6.45
52 O -1.48 12.87 4.20
53 H -1.91 8.06 3.66
54 H -3.43 8.80 3.84
55 H -3.18 7.42 4.83
56 H -2.86 9.37 6.24
57 H -1.12 9.02 5.93
58 H -3.35 13.24 6.41
59 H -3.46 11.58 6.94
60 H -4.02 11.98 5.24
61 C 4.36 11.21 2.81
62 C 5.16 11.87 1.65
63 O 5.48 13.18 2.14
64 S 6.26 14.17 1.14
65 C 6.65 15.47 2.35
66 O 7.47 13.50 0.72
67 O 5.38 14.72 0.15
68 H 3.42 11.73 2.99
69 H 4.95 11.22 3.73
70 H 4.06 10.20 2.57
71 H 5.99 11.23 1.32
72 H 4.48 12.02 0.81
73 H 7.21 14.97 3.14
74 H 5.74 16.00 2.63
75 H 7.25 16.14 1.74
76 Br -4.86 7.04 1.70
77 C -3.11 6.08 1.46
78 Br -3.03 4.98 -0.21
79 Br -2.67 4.91 3.03
80 H -2.26 6.74 1.31
81 Br 3.49 7.71 1.04
82 C 4.85 6.39 0.47
83 Br 6.59 7.33 -0.05
84 Br 4.24 5.20 -0.97
85 H 5.05 5.74 1.32
86 Br -4.59 11.12 2.53
87 C -6.43 11.77 3.16
88 Br -7.73 11.73 1.58
89 Br -6.25 13.61 3.94
90 H -6.88 11.10 3.90
91 O 5.48 13.95 4.96
92 C 4.31 14.14 5.19
93 C 3.31 14.74 4.22
94 C 2.03 14.68 5.05
95 C 2.50 14.59 6.54
96 O 3.69 13.84 6.42
97 H 3.59 15.79 4.09
98 H 3.26 14.23 3.26
99 H 1.57 15.66 4.91
100 H 1.37 13.85 4.79
101 H 2.71 15.54 7.04
102 H 1.80 13.98 7.10
103 O 1.64 12.52 -0.56
104 C 1.82 12.84 -1.71
105 C 3.12 13.20 -2.34
106 C 2.62 13.96 -3.57
107 C 1.26 13.27 -3.81
108 O 0.81 12.97 -2.53
109 H 3.68 13.89 -1.72
110 H 3.65 12.32 -2.71
111 H 2.39 15.02 -3.44
112 H 3.29 13.93 -4.43
113 H 0.52 13.85 -4.37
114 H 1.33 12.33 -4.37
115 O 2.87 9.99 -3.55
116 C 4.02 9.76 -3.82
117 C 4.97 10.70 -4.53
118 C 5.99 9.69 -5.03
119 C 5.89 8.53 -4.04
120 O 4.66 8.65 -3.47
121 H 4.51 11.29 -5.32
122 H 5.48 11.38 -3.85
123 H 5.67 9.36 -6.02
124 H 6.95 10.17 -5.22
125 H 5.95 7.54 -4.49
126 H 6.66 8.64 -3.28
127 O 0.10 9.05 -7.60
128 C -0.32 9.12 -6.49
129 C -1.08 8.05 -5.71
130 C -1.79 8.91 -4.70
131 C -0.90 10.13 -4.53
132 O -0.21 10.24 -5.76
133 H -1.67 7.41 -6.36
134 H -0.34 7.42 -5.23
135 H -2.80 9.11 -5.06
136 H -1.94 8.40 -3.75
137 H -1.55 10.98 -4.37
138 H -0.27 9.99 -3.65

The HOMO energy comes out at -0.3621 Eh. The LUMO energy comes out at -1.219 eV. The structure (SMILES) is CCOS(C)(=O)=O.CCOS(C)(=O)=O.CCOS(C)(=O)=O.CCOS(C)(=O)=O.CCOS(C)(=O)=O.BrC(Br)Br.BrC(Br)Br.BrC(Br)Br.O=C1CCCO1.O=C1CCCO1.O=C1CCCO1.O=C1CCCO1. For the gap between HOMO and LUMO, the calculation gives 8.636 eV.

***

4.
Entry from the Open Molecules 2025 dataset: a molecular structure, C26H29GdN3OS2 in a non-equilibrium geometry (ωB97M-V/def2-TZVPD).

Positions of all 62 atoms, in Å:
1 Gd -1.21 0.48 0.54
2 C 2.25 -2.54 1.20
3 C 2.15 -1.37 0.25
4 C 3.19 -0.45 0.13
5 C 3.15 0.59 -0.79
6 C 4.31 1.53 -0.95
7 C 2.03 0.70 -1.62
8 C 0.98 -0.20 -1.53
9 C -0.13 -0.18 -2.56
10 C 1.03 -1.22 -0.57
11 H 1.38 -2.60 1.86
12 H 3.15 -2.48 1.82
13 H 2.28 -3.48 0.65
14 H 4.07 -0.57 0.76
15 H 3.97 2.53 -1.24
16 H 4.98 1.18 -1.73
17 H 4.88 1.62 -0.02
18 H 1.99 1.49 -2.36
19 H -0.10 -1.11 -3.13
20 H 0.00 0.65 -3.25
21 H -1.14 -0.11 -2.15
22 H 0.27 -1.99 -0.57
23 C -3.02 2.42 -2.30
24 C -1.88 3.13 -1.63
25 N -0.99 2.54 -0.87
26 C -0.05 3.44 -0.38
27 C -0.26 4.71 -0.77
28 S -1.61 4.80 -1.80
29 C 0.98 2.99 0.58
30 C 2.06 3.69 0.97
31 S 2.87 2.85 2.22
32 C 1.70 1.61 2.17
33 N 0.80 1.78 1.24
34 C 1.73 0.47 3.14
35 H -3.05 1.38 -1.99
36 H -2.92 2.45 -3.38
37 H -3.97 2.88 -2.04
38 H 0.30 5.60 -0.49
39 H 2.42 4.64 0.61
40 H 2.63 -0.13 3.03
41 H 0.87 -0.18 2.98
42 H 1.68 0.83 4.17
43 C -3.53 1.93 2.00
44 O -2.14 1.73 1.79
45 H -3.73 2.94 2.34
46 H -3.92 1.25 2.76
47 H -4.11 1.77 1.09
48 C -2.98 -1.17 0.06
49 C -2.32 -2.50 0.01
50 C -1.66 -3.00 1.14
51 C -0.99 -4.21 1.12
52 C -0.94 -4.95 -0.06
53 C -1.60 -4.47 -1.19
54 C -2.29 -3.27 -1.15
55 C -0.20 -6.19 -0.11
56 N 0.39 -7.17 -0.13
57 H -3.59 -1.07 0.95
58 H -3.61 -1.00 -0.80
59 H -1.70 -2.44 2.07
60 H -0.49 -4.58 2.00
61 H -1.59 -5.06 -2.10
62 H -2.80 -2.91 -2.04

The HOMO energy (spin up / spin down) comes out at -0.3949 / -0.3878 Eh. As for the spin multiplicity: 8. The LUMO energy (spin up / spin down) comes out at -2.695 / -4.008 eV. The energy relative to the best compared isomer or geometry (same formula, charge and spin) comes out at 20.6 kcal per mole. As for the charge: +1. For the gap between HOMO and LUMO (spin up / spin down), the calculation gives 8.052 / 6.545 eV.

***

For reference, M by record: 60.12 108.12 1723.36 620.92 g mol⁻¹.
For reference, total energy by record: -174.7672 -698.6227 -28223.1277 -2809.5347 a.u..